[1]
{"formula": "C30H90O21", "method": "ωB97M-V/def2-TZVPD", "e_homo_ha": -0.3361, "charge": 0, "elements": ["C", "C", "O", "H", "H", "H", "H", "H", "H", "C", "C", "O", "H", "H", "H", "H", "H", "H", "C", "C", "O", "H", "H", "H", "H", "H", "H", "C", "C", "O", "H", "H", "H", "H", "H", "H", "C", "C", "O", "H", "H", "H", "H", "H", "H", "C", "C", "O", "H", "H", "H", "H", "H", "H", "C", "C", "O", "H", "H", "H", "H", "H", "H", "C", "C", "O", "H", "H", "H", "H", "H", "H", "C", "C", "O", "H", "H", "H", "H", "H", "H", "C", "C", "O", "O", "H", "H", "H", "H", "H", "H", "C", "C", "O", "O", "H", "H", "H", "H", "H", "H", "C", "C", "O", "O", "H", "H", "H", "H", "H", "H", "C", "C", "O", "O", "H", "H", "H", "H", "H", "H", "C", "C", "O", "O", "H", "H", "H", "H", "H", "H", "C", "C", "O", "O", "H", "H", "H", "H", "H", "H"], "xyz": [[0.828794, -4.764154, -3.274832], [1.393330, -3.322924, -3.166801], [1.074837, -2.668069, -4.368190], [0.967042, -5.377405, -2.381671], [1.377250, -5.330246, -4.030682], [-0.216777, -4.743942, -3.584109], [2.474384, -3.449690, -3.116867], [0.925705, -2.872359, -2.289336], [0.112595, -2.572659, -4.373934], [-1.813969, -0.286594, -4.127908], [-2.599306, -1.425788, -4.771268], [-1.723106, -2.542958, -4.772837], [-0.811271, -0.075194, -4.504206], [-1.592358, -0.460616, -3.071941], [-2.368480, 0.652952, -4.168519], [-2.958340, -1.180243, -5.772133], [-3.469303, -1.650871, -4.149759], [-2.211939, -3.368395, -4.723441], [-2.396645, 2.859544, 2.443737], [-2.465312, 4.314858, 2.731570], [-2.441515, 4.551465, 4.126346], [-2.319217, 2.615783, 1.383701], [-3.336850, 2.385396, 2.747388], [-1.680410, 2.260206, 3.008010], [-3.235666, 4.826636, 2.150441], [-1.533124, 4.803278, 2.423403], [-2.779772, 5.430392, 4.312919], [1.852897, -4.322451, 2.413405], [2.225425, -5.259200, 1.250685], [1.032713, -5.648237, 0.574864], [1.400620, -3.431328, 1.976015], [2.782320, -4.063590, 2.927648], [1.203582, -4.729502, 3.187751], [2.759549, -6.132822, 1.623842], [2.859609, -4.772464, 0.507568], [0.585117, -4.832994, 0.299641], [5.910642, 2.977660, 0.050314], [4.823648, 1.942573, 0.371316], [4.283006, 2.070749, 1.656977], [6.689241, 2.928869, 0.814210], [5.542771, 3.999973, 0.161863], [6.325655, 2.914796, -0.953773], [5.233918, 0.935368, 0.245823], [3.963869, 2.061456, -0.294591], [3.656961, 1.345952, 1.763990], [4.073196, 1.263484, -3.584010], [2.620596, 0.864961, -3.946602], [1.866727, 1.898212, -4.524762], [4.059509, 2.157363, -2.960720], [4.650896, 1.501465, -4.477737], [4.520368, 0.418687, -3.059539], [2.091524, 0.626959, -3.017021], [2.614068, -0.054875, -4.533250], [1.442145, 2.365181, -3.786391], [2.505310, 5.196500, 1.292675], [1.447161, 4.158428, 1.687997], [0.932153, 3.580692, 0.515495], [2.882102, 5.771114, 2.139966], [2.224802, 5.806128, 0.434973], [3.414573, 4.684046, 0.965784], [0.704599, 4.744253, 2.240161], [1.752611, 3.386329, 2.395490], [1.071950, 2.619206, 0.576686], [3.631499, -2.014658, -0.591714], [4.990711, -2.155258, 0.125925], [4.709698, -2.162847, 1.521268], [3.015842, -2.911651, -0.564054], [3.849560, -1.782276, -1.635506], [3.079019, -1.155902, -0.210423], [5.580001, -1.270434, -0.119147], [5.461889, -3.050206, -0.283818], [5.516523, -1.829366, 1.928957], [1.362530, 0.412225, 3.990863], [2.240485, -0.748808, 3.530062], [2.812690, -0.375583, 2.313759], [1.886389, 1.368529, 3.962288], [0.885662, 0.296509, 4.963867], [0.555956, 0.487235, 3.256797], [1.547796, -1.577526, 3.358529], [2.995296, -1.008001, 4.275824], [3.442547, -1.081681, 2.074201], [-2.881740, -1.918564, 4.231421], [-1.642503, -1.993746, 5.119857], [-1.079800, -3.316948, 4.940265], [-2.543112, -1.851655, 2.857344], [-3.285170, -0.942036, 4.512441], [-3.595295, -2.687170, 4.529078], [-1.921941, -1.804997, 6.158353], [-0.895036, -1.266238, 4.798550], [-0.143560, -3.175545, 5.110656], [-2.405870, -2.764409, 2.547671], [-2.219951, -4.936659, 0.853628], [-1.957389, -3.896774, -0.270791], [-0.619944, -3.572110, -0.427437], [-1.686736, -4.320494, 2.016775], [-1.679037, -5.857779, 0.637671], [-3.302922, -5.049154, 0.937084], [-2.577355, -3.005388, -0.146259], [-2.281322, -4.377574, -1.197981], [-0.449035, -2.858052, 0.208588], [-1.537331, -4.916341, 2.756420], [-3.956699, 3.157376, -2.602880], [-3.481237, 3.008873, -1.163584], [-2.964504, 1.730448, -0.917439], [-5.182903, 2.452472, -2.768592], [-3.323498, 2.759576, -3.398791], [-4.132034, 4.208864, -2.834639], [-4.189979, 3.317630, -0.387709], [-2.743832, 3.795559, -0.968111], [-3.706799, 1.096239, -0.965008], [-5.057854, 1.513540, -2.619727], [-0.151225, 5.502265, -2.515145], [-0.330627, 4.071366, -3.027536], [0.723545, 3.253796, -2.520107], [-0.507826, 5.545450, -1.128868], [-0.763655, 6.209881, -3.075662], [0.859032, 5.917130, -2.517933], [-0.180785, 3.993784, -4.106904], [-1.336250, 3.688303, -2.850230], [0.590858, 3.138786, -1.571505], [0.120593, 4.992683, -0.646047], [-5.484814, -0.330573, 1.358154], [-4.660393, -0.970866, 0.214206], [-4.815368, -0.120355, -0.913784], [-6.883519, -0.347479, 1.059930], [-5.214789, 0.689964, 1.633621], [-5.361668, -0.939787, 2.255705], [-5.093246, -1.957007, 0.040751], [-3.634543, -1.086144, 0.558802], [-5.604906, -0.410055, -1.379892], [-7.042893, 0.454009, 0.552037], [0.338998, 0.256796, -0.407385], [-0.784397, -0.220712, 0.491467], [-0.358167, -1.350204, 1.225740], [1.393867, 0.936699, 0.239900], [0.025955, 0.932688, -1.205067], [0.783261, -0.571128, -0.971017], [-1.682746, -0.469463, -0.076133], [-1.037187, 0.602961, 1.163933], [-0.883749, -1.382135, 2.037978], [1.650528, 0.418764, 1.020636]], "atomic_forces_ev_per_a": [[0.6211, -0.2352, 0.0496], [-0.7486, -2.0979, -0.4909], [0.2636, 0.6998, 0.0895], [-0.3034, 0.3160, 0.3301], [-0.0388, 0.2697, -0.3155], [-0.0889, -0.0152, 0.2280], [0.0370, 0.6094, 0.3067], [0.4311, 0.3765, 0.0859], [-0.0620, 0.0867, -0.3146], [0.0284, 0.6064, 0.4341], [0.5845, 0.4607, 0.7780], [0.0389, -0.4616, -0.1583], [-0.1788, -0.2956, -0.7654], [-0.4623, -0.3299, 0.1173], [-0.0840, -0.0195, -0.0687], [0.1920, -0.0186, -0.1122], [-0.1151, 0.0671, -0.0031], [-0.0550, 0.0266, -0.1273], [-1.2253, -1.4836, 0.0407], [2.1764, 1.0977, -0.3800], [-1.0431, -0.2764, 0.7502], [0.2929, 0.2850, -0.0543], [-0.2534, 0.1168, 0.0044], [0.5453, 0.5858, -0.0133], [-0.4921, -0.1737, 0.4238], [-0.0020, -0.2113, -0.7734], [0.0207, 0.0261, -0.0374], [1.1493, 0.0649, -0.4131], [-1.1353, 0.2216, 0.3842], [0.2632, -0.5626, 0.1435], [-0.0444, 0.1675, 0.2657], [0.0032, 0.3918, -0.0289], [-0.2269, -0.3821, -0.3870], [-0.2386, -0.2116, -0.1610], [0.3447, 0.2422, 0.3367], [-0.1350, -0.0876, -0.1781], [-0.4489, 0.3635, 1.0859], [-0.2043, 0.2310, -1.1522], [0.4049, 0.4616, 0.9283], [0.2656, -0.2988, -0.2206], [-0.3573, -0.0577, -0.1122], [-0.0337, -0.4081, 0.0512], [0.0782, -0.0756, -0.1728], [0.3106, -0.1249, -0.6174], [-0.0223, -0.1074, 0.2660], [-0.9172, -0.0570, -0.4581], [0.3229, 0.0802, 1.1579], [0.0929, 0.0672, -0.8118], [0.0608, -0.0798, 0.1871], [0.0189, -0.1263, -0.0354], [0.2417, 0.1066, 0.0927], [0.2636, -0.4307, 0.2594], [-0.1204, 0.2214, -0.3747], [0.1598, -0.0011, -0.1561], [1.3985, -1.2187, 0.2289], [0.1957, 1.6682, 0.3052], [-0.5283, -0.2683, -0.1600], [-0.5195, 0.3506, 0.0100], [-0.4771, 0.2116, 0.3316], [-0.0766, -0.2523, -0.1591], [-0.5937, -0.2918, -0.2448], [0.5808, 0.0551, -0.1661], [0.0050, -0.1500, -0.2667], [0.8056, 0.4031, -0.3111], [-1.9244, 0.5162, -1.2233], [0.8949, -0.2577, 0.2985], [0.0625, 0.0025, 0.1700], [-0.1512, -0.1436, -0.1346], [-0.0552, -0.0702, 0.1269], [0.2082, -0.1216, -0.0193], [0.3401, -0.1410, 0.6293], [-0.0922, -0.1793, 0.4171], [-0.1526, 0.1655, -0.4760], [-1.2743, 0.5029, 1.0001], [0.4392, 0.0571, -0.4814], [0.1857, -0.0780, 0.1543], [0.2476, -0.1998, 0.0781], [-0.1207, 0.1376, 0.0063], [0.2844, -0.3978, 0.1778], [0.0540, -0.0816, -0.0413], [0.0868, 0.0572, -0.4404], [0.9450, 1.5556, 0.9757], [-0.2974, -1.1903, -0.8430], [0.2031, 0.7937, 0.3931], [-0.4831, -0.2553, 0.2393], [-0.5205, -0.0320, -0.2910], [-0.0051, -0.2072, -0.4155], [0.0371, -0.1023, 0.0954], [-0.1944, 0.2396, -0.0132], [0.1111, -0.5521, -0.0399], [0.2987, -0.2526, -0.0954], [0.5403, 1.3572, -0.5204], [-0.9792, -1.4797, -0.2827], [0.6108, 0.2839, 0.1435], [-0.1421, 0.3418, 0.4675], [-0.2063, -0.1064, -0.0308], [-0.0174, -0.4252, 0.0262], [-0.0140, 0.0466, 0.2596], [-0.1005, 0.0714, -0.0981], [0.2913, 0.2953, 0.1631], [-0.0161, -0.1817, -0.0989], [-0.8862, -0.3828, 0.3771], [0.9184, 1.1489, -0.2711], [0.2519, -0.2178, 0.1922], [-1.0385, 0.3428, -0.2020], [0.8620, 0.1461, 0.5517], [-0.2781, -0.0250, 0.0485], [-0.9101, -0.3749, -0.4796], [0.7652, -0.4655, -0.2503], [0.3948, 0.2880, 0.0320], [0.3659, -0.0050, -0.0058], [-0.2192, -0.0987, 0.8359], [1.1851, 0.6838, -1.0030], [-0.6879, -0.2027, 0.6089], [-0.6355, 0.1824, -0.1596], [-0.3249, -0.0944, 0.1981], [0.3003, -0.5992, -0.8657], [-0.0832, 0.3701, -0.1058], [0.1288, -0.0044, 0.5046], [0.2247, 0.0159, 0.1443], [0.0033, -0.1012, 0.1440], [-0.1528, -0.9174, 0.3693], [-1.2802, 0.8224, 1.7214], [0.0978, -0.7100, -0.6210], [0.3392, 0.1234, -0.3125], [0.5342, -0.0035, -0.3453], [0.0588, -0.0443, 0.0081], [0.1014, -0.0441, -0.2117], [0.1610, 0.2925, -0.4575], [-0.0272, 0.0698, -0.0268], [-0.2756, -0.0320, -0.0124], [0.1561, -0.3070, -1.2585], [0.1160, 0.7891, -0.3015], [0.5613, -0.2097, 0.2801], [-0.0576, 0.0665, 0.8375], [-0.6068, 0.0594, 0.2468], [-0.1783, -0.4172, 0.1795], [0.0975, 0.1433, -0.3064], [-0.1318, 0.0011, 0.0631], [-0.2327, -0.2412, 0.0683], [0.3241, -0.1437, 0.0369]], "lowdin_charge": [-0.08, -0.31, -0.09, 0.06, 0.07, 0.06, 0.10, 0.08, 0.03, -0.06, -0.28, -0.09, 0.08, 0.07, 0.06, 0.11, 0.11, 0.09, -0.09, -0.33, -0.07, 0.05, 0.07, 0.07, 0.12, 0.09, 0.08, -0.08, -0.28, -0.10, 0.06, 0.07, 0.07, 0.11, 0.09, 0.03, -0.07, -0.33, -0.08, 0.07, 0.06, 0.07, 0.09, 0.10, 0.03, -0.07, -0.32, -0.09, 0.06, 0.07, 0.05, 0.09, 0.10, 0.02, -0.06, -0.29, -0.11, 0.08, 0.07, 0.05, 0.09, 0.11, 0.04, -0.06, -0.26, -0.09, 0.06, 0.07, 0.06, 0.10, 0.12, 0.11, -0.06, -0.30, -0.11, 0.08, 0.07, 0.06, 0.09, 0.12, 0.05, -0.22, -0.21, -0.07, -0.09, 0.12, 0.13, 0.12, 0.10, 0.07, 0.05, -0.18, -0.23, -0.08, -0.09, 0.12, 0.12, 0.10, 0.12, 0.05, 0.10, -0.22, -0.26, -0.08, -0.07, 0.10, 0.12, 0.12, 0.10, 0.03, 0.05, -0.20, -0.18, -0.08, -0.09, 0.12, 0.12, 0.13, 0.10, 0.06, 0.03, -0.21, -0.19, -0.09, -0.06, 0.12, 0.11, 0.13, 0.08, 0.11, 0.08, -0.20, -0.20, -0.08, -0.08, 0.11, 0.11, 0.10, 0.11, 0.06, 0.06]}

=====

[2]
{"formula": "C2H3O3PS", "method": "ωB97M-V/def2-TZVPD", "e_above_lowest_kcal_mol": 79.9, "e_homo_ha": 0.0010, "charge": -2, "elements": ["C", "C", "O", "O", "O", "P", "S", "H", "H", "H"], "xyz": [[-2.217769, -0.210595, 0.374503], [-0.104367, -0.097208, -0.363769], [1.870292, 1.786340, 0.070462], [1.921259, -0.457825, 1.466145], [2.303416, -0.550232, -1.070936], [1.753456, 0.271665, 0.147909], [-0.904788, -1.494271, 0.244417], [-1.813736, 0.598299, 1.069424], [-2.364438, 0.143470, -0.605359], [-0.443321, 0.010360, -1.332797]], "atomic_forces_ev_per_a": [[2.8439, 0.3785, 1.6690], [0.6669, -1.3858, 2.1448], [0.2294, -0.6122, 0.1902], [0.0084, 0.7370, -0.1913], [-0.8782, 1.2050, 1.1325], [-0.0286, -0.7666, -1.0660], [-0.6680, -0.3416, 0.3021], [-0.7948, -0.7686, -0.7568], [-0.9534, 0.7406, -1.3008], [-0.4257, 0.8138, -2.1236]], "lowdin_charge": [-0.45, -0.49, -0.50, -0.49, -0.50, 0.02, 0.57, -0.03, -0.09, -0.04]}